Below is a cluster of 9 separate species, C41H86N2O34PS8 in total in a non-equilibrium geometry, with properties calculated with ωB97M-V with the def2-TZVPD basis set.

Computed properties:
- Maximum force: 3.09 eV/A
- Total charge: +1
- Spin multiplicity: 1
- Frontier orbital gap: 8.9 eV

Cartesian coordinates (Å):
C: 8.729026 4.642038 -0.301599
C: 8.329425 3.578509 0.798940
C: 8.784304 2.134431 0.341114
C: 7.876937 1.619544 -0.841900
C: 6.674550 0.714945 -0.363609
C: 5.983222 -0.002571 -1.602861
C: 4.399642 -0.044939 -1.458306
C: 3.678953 0.916278 -2.457569
C: 2.118884 1.002261 -2.290574
C: 1.607036 0.985437 -0.800966
C: 0.444680 2.015857 -0.503835
C: -0.963285 1.338584 -0.317353
O: -1.939004 2.070063 -1.080289
C: -3.184859 1.381085 -1.121758
N: -4.155493 2.187451 -1.859981
C: -3.598646 2.698438 -3.128385
C: -3.266440 4.234980 -3.053199
C: -2.087930 4.678959 -3.999598
C: -1.341803 5.891904 -3.281960
C: -3.760795 0.936429 0.280386
C: -4.796287 1.967450 0.904427
C: -4.250964 3.435861 0.994703
N: -2.699904 0.548678 1.270506
C: -2.328705 -0.901912 1.276891
C: -2.393351 -1.552491 2.750351
C: -3.578310 -2.616721 2.923111
C: -2.955284 -3.976404 3.490668
C: -1.482290 1.427748 1.186924
P: -0.169037 1.019397 2.460268
O: 0.824267 -0.046507 2.007356
H: 8.093963 4.531772 -1.216063
H: 8.639853 5.680880 0.081863
H: 9.792695 4.431504 -0.583606
H: 8.745942 3.849741 1.792880
H: 7.208969 3.566508 0.855239
H: 8.851060 1.413997 1.190267
H: 9.820122 2.240907 -0.070969
H: 7.411555 2.489399 -1.373588
H: 8.525102 1.007798 -1.515911
H: 5.931916 1.374177 0.154781
H: 7.067083 -0.015905 0.383950
H: 6.425564 -1.029451 -1.631008
H: 6.316805 0.511709 -2.533871
H: 4.112735 -1.117513 -1.634818
H: 4.189542 0.154047 -0.383321
H: 4.154670 1.932442 -2.485960
H: 3.862866 0.492415 -3.482038
H: 1.732316 1.921177 -2.808119
H: 1.661159 0.128070 -2.825185
H: 1.226878 -0.051788 -0.601170
H: 2.407575 1.180411 -0.048352
H: 0.361460 2.691820 -1.385907
H: 0.727512 2.650633 0.378350
H: -0.881013 0.288001 -0.682503
H: -3.040428 0.438828 -1.735926
H: -5.026248 1.683782 -1.998001
H: -2.754922 2.080679 -3.527307
H: -4.416284 2.607135 -3.885412
H: -2.982827 4.526483 -2.009502
H: -4.152176 4.873474 -3.316169
H: -2.435074 5.032174 -5.002836
H: -1.367784 3.831589 -4.087095
H: -0.704806 6.472785 -3.985774
H: -0.734888 5.460999 -2.446918
H: -2.142690 6.520984 -2.816645
H: -4.375999 0.020473 0.080263
H: -5.658357 1.958200 0.188876
H: -5.202212 1.565134 1.866106
H: -3.546258 3.699219 0.175236
H: -5.089144 4.168635 1.091683
H: -3.663544 3.517329 1.954584
H: -3.108864 0.739210 2.197199
H: -2.963103 -1.550516 0.636916
H: -1.273370 -1.071828 0.940053
H: -1.437902 -2.100205 2.946742
H: -2.545033 -0.784584 3.545006
H: -4.059035 -2.866193 1.945972
H: -4.324665 -2.236107 3.665706
H: -3.758211 -4.615601 3.919019
H: -2.477924 -4.557875 2.662218
H: -2.157035 -3.788762 4.254132
H: -1.735117 2.513997 1.321775
H: 0.442997 2.246171 2.872502
H: -0.867537 0.524936 3.608808
C: -5.038430 -0.909998 -7.418115
C: -5.441378 -0.869078 -5.956596
O: -4.444620 -0.068239 -5.318675
S: -3.926635 1.052566 -6.359789
O: -4.633703 2.269523 -6.098505
O: -2.502143 0.986216 -6.416457
O: -4.539621 0.402434 -7.703661
H: -4.231398 -1.627367 -7.585973
H: -5.873793 -1.147326 -8.069800
H: -5.482197 -1.859934 -5.509820
H: -6.405528 -0.371253 -5.823974
C: 2.154480 -4.279110 6.161459
C: 1.148057 -4.359930 5.029882
O: 0.766714 -5.737027 4.972737
S: 0.814570 -6.358563 6.465705
O: -0.508753 -6.338404 7.005369
O: 1.613127 -7.541190 6.434450
O: 1.662324 -5.174872 7.162641
H: 3.138446 -4.629460 5.839595
H: 2.241250 -3.273858 6.561804
H: 1.566727 -4.037560 4.078151
H: 0.254670 -3.770862 5.252966
C: 12.440582 5.780809 2.651550
C: 11.975501 6.332582 3.986959
O: 10.882400 7.196281 3.665357
S: 10.104351 6.611174 2.373670
O: 8.974374 5.866664 2.829665
O: 10.002796 7.650336 1.401575
O: 11.243620 5.566182 1.898908
H: 13.055293 6.507958 2.115625
H: 12.992974 4.849156 2.759080
H: 12.758172 6.882489 4.505205
H: 11.600006 5.536578 4.635338
C: -2.772072 -1.619669 8.241793
C: -2.583194 -2.819198 7.330153
O: -1.572278 -2.412308 6.398156
S: -0.546780 -1.401029 7.136492
O: 0.590507 -2.149053 7.566482
O: -0.433831 -0.218835 6.342590
O: -1.458273 -1.081341 8.428487
H: -3.390499 -0.853736 7.766888
H: -3.208756 -1.894337 9.199748
H: -3.497565 -3.094526 6.808416
H: -2.206717 -3.683312 7.883148
C: 0.923848 -3.759382 -0.450742
C: -0.207257 -4.263375 0.426897
O: -1.304290 -4.478045 -0.460624
S: -0.730183 -4.931736 -1.907541
O: -0.793216 -6.354054 -1.990789
O: -1.293919 -4.075000 -2.900001
O: 0.812994 -4.506964 -1.662855
H: 0.797252 -2.699541 -0.689905
H: 1.900828 -3.912074 0.003972
H: -0.483169 -3.553439 1.205607
H: 0.051829 -5.221522 0.885282
C: 3.949011 -9.813272 6.253077
C: 4.076138 -11.106002 7.037587
O: 5.400638 -11.571523 6.765384
S: 6.377614 -10.299496 6.552559
O: 7.058445 -10.039589 7.780803
O: 7.064692 -10.461878 5.312391
O: 5.226051 -9.178644 6.367106
H: 3.758929 -10.010954 5.195062
H: 3.166858 -9.167049 6.646145
H: 3.339595 -11.848708 6.738248
H: 3.994247 -10.925847 8.112651
C: -6.073550 3.275391 -10.119687
C: -7.091077 3.181988 -11.242404
O: -7.483913 1.806824 -11.266677
S: -7.429227 1.212810 -9.765571
O: -8.745794 1.253181 -9.212752
O: -6.637486 0.022872 -9.781626
O: -6.565604 2.403783 -9.097655
H: -5.095433 2.908405 -10.439857
H: -5.972137 4.289206 -9.737154
H: -6.678519 3.479185 -12.204077
H: -7.976983 3.784192 -11.025154
C: -9.359612 2.394820 -3.983934
C: -7.935118 2.821511 -3.675817
O: -7.592693 2.112528 -2.477754
S: -8.355482 0.684708 -2.470536
O: -7.445811 -0.309151 -2.947231
O: -9.056937 0.554358 -1.235171
O: -9.414490 1.003988 -3.645861
H: -10.077896 2.927369 -3.356126
H: -9.616215 2.540816 -5.031467
H: -7.844905 3.895085 -3.524792
H: -7.247256 2.506578 -4.465745

Cartesian forces, eV/Å:
C 0.186 -0.699 0.470
C -0.251 -0.399 -0.804
C -0.006 0.960 -0.629
C -0.204 -0.640 0.942
C 0.350 0.592 -0.609
C 0.229 0.155 1.018
C 1.058 -0.593 -0.232
C -0.027 -0.474 -0.396
C -0.018 0.079 0.100
C -0.344 -0.106 0.104
C 0.030 -0.272 -0.305
C 0.535 0.958 0.396
O -0.246 -0.566 0.709
C -0.471 -1.159 -1.028
N 1.009 0.143 0.652
C -1.170 0.805 -0.965
C 0.583 0.113 -0.346
C 0.341 0.704 0.940
C -0.698 -0.923 -0.116
C -2.131 0.682 -0.722
C 0.396 0.173 -1.193
C 0.308 -0.353 1.390
N 0.035 0.269 0.756
C 1.082 -2.443 1.304
C -0.995 -0.435 -0.583
C 1.217 -0.682 0.576
C -0.236 0.374 -0.426
C 1.140 0.714 -1.118
P 1.873 -2.453 -0.225
O -1.652 1.643 0.429
H 0.559 0.159 0.747
H 0.011 -0.677 -0.350
H -0.808 0.448 0.101
H -0.328 -0.227 -0.803
H 0.827 0.079 0.314
H -0.295 0.442 -0.620
H -0.653 -0.136 0.454
H 0.726 -0.761 0.141
H -0.657 0.581 0.189
H 0.530 -0.535 -0.298
H -0.472 0.387 -0.564
H -0.564 0.702 -0.204
H -0.448 -0.301 0.541
H -0.194 1.003 -0.002
H -0.102 0.028 -0.802
H -0.427 -0.807 0.411
H -0.077 0.451 0.810
H 0.431 -0.772 0.381
H 0.357 0.746 0.422
H 0.459 0.915 0.131
H -0.491 -0.242 -0.814
H -0.130 -0.320 0.733
H -0.422 -0.451 -0.722
H -0.301 0.582 0.328
H 0.404 0.450 0.750
H 0.275 -0.070 -0.045
H -0.413 0.541 0.512
H 0.745 -0.078 0.613
H -0.198 -0.482 -0.735
H 0.528 -0.782 0.338
H 0.213 -0.662 0.778
H -0.526 0.599 -0.312
H -0.449 -0.348 0.653
H -0.307 0.527 -0.650
H 0.862 -0.135 -0.486
H 0.770 0.597 0.286
H 0.720 -0.043 0.640
H 0.443 0.375 -0.562
H -0.893 -0.215 0.393
H 0.749 -0.605 -0.301
H -0.501 0.142 -0.756
H -0.080 -0.197 -0.355
H 0.122 1.055 0.147
H -0.944 0.731 0.071
H -0.648 0.778 -0.153
H 0.391 -0.411 -0.588
H 0.167 0.429 0.824
H 0.463 -0.274 -0.871
H 0.627 0.389 -0.203
H -0.385 0.488 0.589
H -0.851 -0.079 -0.489
H -0.233 -1.056 -0.047
H -0.617 -0.309 -0.319
H -0.029 0.792 -0.361
C 0.182 -0.765 0.156
C -0.728 -0.001 -0.278
O 0.635 0.392 -0.342
S -0.256 -0.622 -0.435
O 0.508 -0.298 -0.274
O -0.688 0.405 0.275
O 0.089 0.511 0.840
H -0.015 0.029 0.028
H 0.086 0.264 -0.051
H 0.204 0.123 0.138
H -0.025 -0.105 -0.021
C 0.628 0.100 -0.463
C -0.212 0.517 0.235
O 0.317 -0.401 0.438
S 0.152 0.437 0.092
O 0.678 -0.219 -0.149
O -0.700 0.432 -0.014
O -0.715 -0.425 -0.374
H -0.048 -0.025 -0.018
H -0.109 -0.169 0.194
H 0.009 -0.273 -0.031
H 0.063 0.034 0.007
C 0.468 0.356 0.023
C 0.030 -0.545 0.226
O -0.055 -0.030 -0.739
S 0.321 0.098 0.166
O 0.408 0.538 -0.353
O -0.238 -0.507 0.568
O -0.564 0.182 0.437
H 0.007 -0.025 0.042
H -0.219 -0.067 -0.114
H -0.174 0.197 -0.077
H 0.075 -0.001 -0.012
C -0.526 0.082 -0.305
C -0.064 -0.461 0.658
O 0.227 0.784 0.007
S -0.414 -0.175 0.581
O -0.443 0.723 -0.324
O 0.149 -0.605 0.074
O 0.553 -0.397 -0.595
H -0.006 -0.030 0.038
H 0.252 0.069 0.053
H 0.165 0.092 -0.208
H -0.052 0.009 -0.032
C -0.103 0.544 0.127
C 0.421 -0.452 0.317
O 0.178 0.364 -0.517
S 0.166 -0.275 -0.182
O -0.005 0.850 -0.163
O 0.115 -0.507 0.539
O -0.654 -0.359 0.178
H 0.045 0.008 0.059
H -0.004 -0.140 -0.199
H -0.145 0.024 -0.131
H 0.025 0.058 0.061
C -0.428 -0.265 -0.312
C -0.204 0.297 0.447
O 0.304 0.481 -0.469
S -0.147 -0.048 0.088
O -0.156 -0.019 -0.776
O -0.154 0.015 0.734
O 0.407 -0.466 0.382
H -0.022 -0.017 0.035
H 0.265 0.084 0.007
H 0.237 -0.104 -0.097
H -0.063 0.009 -0.039
C 0.460 0.039 -0.427
C -0.245 0.539 0.213
O 0.406 -0.439 0.604
S 0.028 0.488 -0.302
O 0.764 -0.311 -0.022
O -0.733 0.465 -0.040
O -0.669 -0.356 -0.250
H -0.026 0.037 -0.004
H -0.111 -0.135 0.194
H -0.035 -0.280 -0.028
H 0.059 0.029 -0.021
C -0.181 0.583 0.187
C 0.122 -0.048 -0.721
O -0.462 -0.427 0.296
S -0.415 0.299 -0.337
O -0.365 0.230 0.407
O 0.660 -0.102 -0.489
O 0.794 -0.216 0.372
H 0.029 -0.002 -0.035
H 0.017 -0.270 0.029
H 0.040 -0.105 0.259
H -0.026 0.067 -0.015

Here are the Löwdin charges for atoms 1 to 6, given in e: C -0.107; C -0.246; C -0.212; C -0.217; C -0.211; C -0.194